(1)
{
  "formula": "C3H9NO2",
  "method": "ωB97M-V/def2-TZVPD",
  "total_charge": 0,
  "homo_energy_ev": -10.10,
  "homo_lumo_gap_ev": 11.0,
  "lumo_ev": 0.89,
  "smiles": "CCNC=O.O",
  "symbols": ["C", "C", "N", "C", "O", "H", "H", "H", "H", "H", "H", "H", "O", "H", "H"],
  "positions_angstrom": [[-1.44419, 1.14126, -0.68570], [-1.39309, -0.34683, -0.37892], [-0.05367, -0.85938, -0.07803], [1.05700, -0.69779, -0.80988], [2.19659, -0.81109, -0.36398], [-1.03215, 1.80643, 0.07169], [-2.48949, 1.40331, -0.85190], [-0.85143, 1.31870, -1.58562], [-2.02194, -0.61636, 0.46755], [-1.77662, -0.90831, -1.23438], [0.16134, -0.98244, 0.90710], [0.92734, -0.52983, -1.89166], [2.02774, -0.19529, 2.36216], [2.12542, -0.25136, 1.40228], [2.56717, 0.52900, 2.66927]],
  "atomic_forces_ev_per_a": [[0.060, -0.107, -0.264], [0.373, -0.330, -0.197], [-0.055, 0.284, 0.881], [0.787, -0.329, -0.461], [-0.566, 0.189, -0.074], [-0.046, -0.298, 0.324], [0.094, 0.221, -0.185], [-0.269, 0.154, -0.117], [0.027, 0.063, 0.029], [-0.092, 0.108, -0.017], [-0.095, 0.019, -0.071], [-0.337, 0.120, 0.112], [-0.558, -0.233, 0.329], [0.481, -0.108, -0.263], [0.196, 0.247, -0.025]],
  "lowdin_charge": [-0.089, -0.236, 0.030, -0.347, -0.008, 0.077, 0.074, 0.068, 0.115, 0.113, 0.131, 0.141, -0.070, -0.026, 0.026]
}


(2)
{
  "formula": "C5H14S",
  "method": "ωB97M-V/def2-TZVPD",
  "total_charge": 0,
  "homo_energy_ev": -8.37,
  "homo_lumo_gap_ev": 9.4,
  "lumo_ev": 1.02,
  "smiles": "CCC.CSC",
  "symbols": ["C", "C", "C", "H", "H", "H", "H", "H", "H", "H", "H", "C", "S", "C", "H", "H", "H", "H", "H", "H"],
  "positions_angstrom": [[-2.48308, -0.28792, -1.58177], [-1.63524, 0.33925, -2.64562], [-2.41011, 0.29954, -3.97029], [-1.88699, -0.62240, -0.69317], [-2.98224, -1.19777, -1.91026], [-3.33420, 0.33486, -1.49400], [-1.18448, 1.32100, -2.41010], [-0.70250, -0.23736, -2.85093], [-2.77248, 1.32589, -4.13659], [-1.75079, 0.20184, -4.82766], [-3.17952, -0.34926, -4.20426], [2.09867, -0.34035, 3.51938], [1.19687, 0.37866, 2.10251], [2.00100, -0.53406, 0.75585], [2.38992, -1.33550, 3.30030], [3.05340, 0.25039, 3.45017], [1.44421, -0.24931, 4.39182], [2.49689, 0.25377, 0.11220], [1.21158, -1.13149, 0.20804], [2.82840, -1.18204, 0.92002]],
  "atomic_forces_ev_per_a": [[0.983, -1.241, 0.598], [1.396, -1.704, -1.385], [2.014, 3.694, -0.823], [-0.940, 0.993, -0.255], [0.451, -0.374, -0.506], [-0.736, 0.991, 1.349], [-0.935, -0.145, -0.007], [-0.558, -0.108, 0.514], [-0.510, -0.271, -0.024], [0.507, -0.166, -0.053], [-1.659, -1.669, 0.607], [0.754, 1.868, -0.973], [0.015, -0.863, 0.085], [-0.859, 1.248, -2.070], [-0.229, -1.128, -0.008], [-0.893, -0.519, 1.265], [0.724, 0.100, 0.014], [-1.005, -0.892, 0.182], [1.012, 0.861, 0.339], [0.469, -0.676, 1.151]],
  "lowdin_charge": [-0.137, -0.324, -0.129, 0.084, 0.067, 0.060, 0.107, 0.098, 0.073, 0.062, 0.041, -0.420, 0.697, -0.452, 0.007, 0.041, 0.030, 0.039, 0.038, 0.016]
}